Formula: C18H37ClN5O6PV
Source: the OMol25 dataset
Level of theory: the ωB97M-V functional and the def2-TZVPD basis

Summary:
Relative energy (zero: lowest compared OMol25 entry of this formula, charge and spin) = 32.15 kJ/mol
Net charge = +2
LUMO level (alpha / beta) = -5.3 / -5.4 eV
Gap between HOMO and LUMO (alpha / beta) = 8.00 / 8.48 eV
2S+1 = 4

Geometry as XYZ:
```
69
C18H37ClN5O6PV (the ωB97M-V functional and the def2-TZVPD basis)
V 0.10450 0.57422 1.42320
Cl 1.99071 1.30074 3.20542
P -0.82682 2.64259 -0.82985
O 3.24526 0.85391 3.67119
O -2.16882 3.03258 -0.34481
O 2.03644 1.52714 1.69972
O 0.95552 0.23526 3.31630
O -0.27037 1.25288 -0.57397
O 1.55312 2.50588 3.83946
N -1.05142 2.18043 2.37662
N -3.46596 -1.64781 1.48899
N -1.86259 1.58954 -3.03439
N 1.85133 3.30733 -0.26520
N -1.60258 -0.49048 1.62932
C 0.97017 -0.85987 -1.96570
C 3.02938 0.60345 -1.84714
C -2.53566 -0.95302 0.81667
C 2.09326 -0.43405 -1.25592
C -4.61446 -2.35503 0.90372
C 1.44518 -1.83882 0.61156
C 0.45141 3.87668 -0.37350
C 2.39142 -1.00573 -0.00771
C -0.53702 -3.36946 0.48432
C 1.73553 -2.47058 1.96514
C 0.33415 -2.29602 -0.12834
C 0.70188 -0.31948 -3.35570
C 0.12750 -1.84780 -1.43453
C 3.77601 -0.83889 0.59018
C -0.91602 2.72067 -2.66292
C -1.96879 -0.92394 2.90220
C -3.11439 -1.64626 2.81889
C -0.95796 -2.43926 -2.31572
H -1.60827 2.79026 1.78473
H -1.37028 -0.70689 3.77203
H 0.20086 4.30755 0.59131
H 0.02521 2.54879 -3.18318
H 3.85464 -0.04416 1.33428
H -5.46813 -2.26933 1.56830
H -2.75315 1.73170 -2.55299
H 2.08113 2.66070 -1.01720
H -1.36743 3.65586 -2.98573
H -0.33619 -0.46129 -3.66556
H -2.55375 -0.81986 -0.25579
H -1.78980 -1.74474 -2.50026
H -1.47331 0.70599 -2.70160
H -0.08051 -4.35455 0.34186
H -2.03593 1.51963 -4.03211
H 0.86499 -2.46419 2.62051
H -0.55603 -2.70829 -3.29260
H 1.31195 -0.83298 -4.10741
H -1.38741 -3.34374 -1.89974
H 2.53172 -1.96193 2.49889
H 0.44201 4.67829 -1.10709
H -1.73284 1.71700 2.96856
H 1.95291 2.76328 0.60710
H -4.86767 -1.90312 -0.05051
H 2.48529 1.38424 -2.38993
H -4.37938 -3.40579 0.75586
H 4.09087 -1.76204 1.07290
H 4.50692 -0.63502 -0.18893
H 2.03029 -3.51720 1.84050
H -0.65629 -3.23226 1.55742
H 0.94493 0.74254 -3.44629
H 2.55923 4.04084 -0.25033
H 3.64317 1.08046 -1.07899
H 3.72236 0.17370 -2.57930
H -0.49687 2.75093 3.00181
H -1.53090 -3.40813 0.04693
H -3.70425 -2.14304 3.57501
```